No. 1
This record from the Open Molecules 2025 dataset describes a molecular structure, C34H34LaN5O5 at a distorted geometry. The level of theory is wB97M-V/def2-TZVPD.

Values from the calculation:
Energy relative to the best compared isomer or geometry (same formula, charge and spin) ... 23.9 kcal per mole
LUMO level ... 0.45 eV
Energy ... -1997.5926 a.u.

Atoms and positions in Å:
La1 0.265 -0.478 1.781
C1 -1.418 -1.922 5.364
C2 -0.443 -1.029 4.642
O1 -0.929 -0.025 4.010
C3 0.924 -1.336 4.538
C4 1.124 -2.650 3.902
C5 0.913 -3.962 4.591
N1 1.328 -2.570 2.625
N2 1.141 -3.762 1.898
C6 0.168 -3.610 1.054
O2 -0.467 -2.489 0.821
C7 -0.326 -4.835 0.359
C8 0.168 -6.102 0.667
C9 -0.331 -7.219 0.018
C10 -1.327 -7.085 -0.942
C11 -1.821 -5.827 -1.250
C12 -1.322 -4.706 -0.602
H1 -2.217 -1.303 5.769
H2 -0.944 -2.486 6.164
H3 -1.872 -2.622 4.657
H4 1.492 -0.542 4.050
H5 1.072 -3.855 5.661
H6 1.600 -4.695 4.171
H7 -0.095 -4.343 4.414
H8 0.943 -6.188 1.415
H9 0.056 -8.200 0.263
H10 -1.718 -7.961 -1.445
H11 -2.599 -5.716 -1.996
H12 -1.704 -3.719 -0.825
C13 -2.093 4.054 -0.846
O3 -0.915 4.730 -1.284
C14 -0.440 4.457 -2.532
C15 -0.052 5.553 -3.296
C16 0.445 5.394 -4.576
C17 0.563 4.119 -5.117
C18 0.219 3.023 -4.350
C19 -0.267 3.167 -3.050
N3 -0.599 2.001 -2.321
C20 -0.023 1.621 -1.127
N4 0.960 2.420 -0.697
C21 1.655 2.548 0.543
C22 1.578 1.650 1.603
C23 2.337 2.007 2.736
C24 3.116 3.147 2.803
C25 3.181 4.012 1.715
C26 2.448 3.712 0.584
O4 2.437 4.482 -0.552
C27 3.070 5.745 -0.504
N5 -0.454 0.562 -0.478
C28 -1.452 -0.251 -1.078
C29 -2.693 -0.376 -0.461
C30 -3.683 -1.188 -0.993
C31 -3.446 -1.886 -2.167
C32 -2.206 -1.793 -2.783
C33 -1.210 -0.998 -2.238
O5 -0.003 -0.920 -2.895
C34 1.097 -1.532 -2.215
H13 -2.598 4.738 -0.168
H14 -1.858 3.135 -0.308
H15 -2.748 3.824 -1.688
H16 -0.177 6.536 -2.860
H17 0.726 6.262 -5.157
H18 0.937 3.978 -6.121
H19 0.341 2.018 -4.740
H20 -0.946 1.235 -2.875
H21 1.188 3.178 -1.325
H22 2.322 1.376 3.622
H23 3.679 3.374 3.700
H24 3.795 4.899 1.764
H25 2.865 6.222 -1.459
H26 4.150 5.642 -0.375
H27 2.663 6.356 0.305
H28 -2.881 0.198 0.441
H29 -4.641 -1.265 -0.496
H30 -4.214 -2.516 -2.594
H31 -1.984 -2.345 -3.687
H32 1.835 -1.780 -2.975
H33 0.775 -2.442 -1.705
H34 1.546 -0.847 -1.492

No. 2
This record from the Open Molecules 2025 dataset describes a molecular structure, C34H34N2O2RuSi at a distorted geometry. The level of theory is wB97M-V/def2-TZVPD.

Values from the calculation:
Energy relative to the best compared isomer or geometry (same formula, charge and spin) ... 0.0 kcal per mole
2S+1 ... 5
LUMO level (alpha / beta) ... 0.42 / -0.35 eV
Energy ... -1960.2938 a.u.

Atoms and positions in Å:
Ru1 1.005 -0.287 -1.364
O1 1.676 1.313 -2.574
C1 2.339 2.334 -2.116
C2 2.001 3.640 -2.545
C3 2.680 4.747 -2.097
C4 3.758 4.625 -1.207
C5 4.125 3.369 -0.795
C6 3.432 2.220 -1.215
C7 3.929 0.937 -0.793
N1 3.300 -0.169 -0.878
C8 3.984 -1.407 -0.563
C9 2.995 -2.362 0.074
N2 1.800 -2.394 -0.741
C10 1.254 -3.513 -1.016
C11 0.075 -3.722 -1.820
C12 -0.497 -5.005 -1.796
C13 -1.634 -5.307 -2.504
C14 -2.218 -4.302 -3.287
C15 -1.669 -3.044 -3.349
C16 -0.506 -2.703 -2.619
O2 -0.014 -1.503 -2.736
H1 1.179 3.731 -3.245
H2 2.384 5.730 -2.444
H3 4.294 5.499 -0.865
H4 4.971 3.245 -0.126
H5 4.946 0.938 -0.380
H6 4.841 -1.245 0.099
H7 4.349 -1.840 -1.498
H8 2.731 -1.981 1.063
H9 3.440 -3.354 0.197
H10 1.694 -4.428 -0.598
H11 -0.024 -5.765 -1.183
H12 -2.065 -6.298 -2.463
H13 -3.112 -4.519 -3.859
H14 -2.108 -2.268 -3.965
C17 -2.441 3.541 0.421
C18 -2.668 2.291 -0.445
C19 -3.892 1.512 0.053
C20 -2.856 2.692 -1.918
C21 -1.481 1.442 -0.367
C22 -0.497 0.719 -0.341
H15 -3.318 4.188 0.355
H16 -1.571 4.098 0.069
H17 -2.283 3.272 1.465
H18 -4.780 2.138 -0.053
H19 -3.783 1.242 1.104
H20 -4.036 0.603 -0.532
H21 -3.740 3.325 -2.011
H22 -2.989 1.809 -2.545
H23 -1.988 3.243 -2.282
C23 -1.746 2.638 4.505
C24 -2.363 1.530 3.938
C25 -1.719 0.813 2.939
C26 -0.450 1.184 2.490
C27 0.162 2.288 3.084
C28 -0.481 3.017 4.076
Si1 0.407 0.208 1.119
C29 -0.072 -1.566 1.459
C30 0.585 -2.341 2.417
C31 0.194 -3.649 2.660
C32 -0.879 -4.196 1.966
C33 -1.563 -3.429 1.035
C34 -1.159 -2.125 0.781
H24 -2.247 3.199 5.283
H25 -3.345 1.223 4.278
H26 -2.205 -0.056 2.506
H27 1.152 2.591 2.758
H28 0.006 3.877 4.518
H29 1.834 0.536 1.368
H30 1.415 -1.921 2.978
H31 0.721 -4.241 3.399
H32 -1.184 -5.217 2.159
H33 -2.395 -3.851 0.486
H34 -1.682 -1.541 0.031

No. 3
This record from the Open Molecules 2025 dataset describes a molecular structure, C34H34N4O9SSi2W. The level of theory is wB97M-V/def2-TZVPD.

Values from the calculation:
Energy relative to the best compared isomer or geometry (same formula, charge and spin) ... 10.8 kcal per mole
2S+1 ... 3
LUMO level (alpha / beta) ... -0.78 / -0.72 eV
Energy ... -3256.3595 a.u.

Atoms and positions in Å:
W1 0.232 -0.669 -1.012
O1 -3.097 0.267 -0.794
C1 -2.211 0.391 -1.600
O2 -0.989 0.874 -1.294
C2 -2.335 -0.027 -3.036
C3 -3.462 0.312 -3.744
C4 -3.569 -0.040 -5.081
C5 -2.583 -0.770 -5.700
C6 -1.472 -1.160 -4.978
C7 -1.289 -0.784 -3.629
O3 -0.200 -1.127 -2.977
N1 -0.503 -2.008 -5.674
O4 -0.494 -1.957 -6.888
O5 0.222 -2.730 -5.016
N2 -4.758 0.351 -5.841
O6 -5.573 1.054 -5.278
O7 -4.801 0.042 -7.014
H1 -4.262 0.858 -3.263
H2 -2.679 -1.058 -6.736
C8 2.913 -0.647 -3.674
Si1 2.118 0.531 -2.440
C9 1.323 1.918 -3.437
C10 3.486 1.239 -1.360
C11 4.698 1.678 -1.896
C12 5.677 2.230 -1.082
C13 5.453 2.349 0.283
C14 4.256 1.911 0.830
C15 3.262 1.349 0.026
Si2 1.613 0.761 0.734
C16 2.045 -0.241 2.278
C17 0.598 2.247 1.279
H3 3.198 -0.100 -4.576
H4 2.215 -1.429 -3.980
H5 3.818 -1.112 -3.275
H6 2.012 2.760 -3.532
H7 0.407 2.279 -2.969
H8 1.083 1.569 -4.444
H9 4.881 1.589 -2.962
H10 6.614 2.568 -1.509
H11 6.215 2.782 0.920
H12 4.098 2.010 1.900
H13 2.958 0.157 2.728
H14 2.207 -1.303 2.080
H15 1.251 -0.174 3.022
H16 1.241 3.075 1.584
H17 -0.039 1.982 2.127
H18 -0.047 2.592 0.469
C18 -2.571 1.858 7.189
O8 -2.347 1.265 5.924
C19 -2.888 1.889 4.832
C20 -3.579 3.084 4.867
C21 -4.082 3.629 3.686
C22 -3.893 2.970 2.486
C23 -3.200 1.764 2.447
C24 -2.688 1.219 3.615
N3 -1.970 0.022 3.656
C25 -1.533 -0.681 2.579
C26 -0.842 -1.903 2.688
C27 -0.653 -2.613 3.897
C28 0.065 -3.790 3.932
C29 0.621 -4.320 2.769
C30 0.458 -3.646 1.564
C31 -0.247 -2.460 1.529
O9 -0.388 -1.769 0.362
H19 -2.110 2.847 7.250
H20 -2.111 1.200 7.920
H21 -3.640 1.944 7.399
H22 -3.730 3.603 5.802
H23 -4.622 4.565 3.720
H24 -4.288 3.383 1.568
H25 -3.077 1.254 1.501
H26 -1.691 -0.271 4.578
H27 -1.746 -0.262 1.609
H28 -1.100 -2.246 4.813
H29 0.185 -4.313 4.872
H30 1.170 -5.251 2.797
H31 0.874 -4.040 0.644
S1 3.925 -3.552 -1.007
C32 2.685 -4.159 -2.017
C33 1.634 -3.309 -2.023
N4 1.807 -2.199 -1.220
C34 2.978 -2.205 -0.633
H32 2.794 -5.078 -2.566
H33 0.735 -3.403 -2.613
H34 3.328 -1.418 0.017

What is the formula in the first record?
C34H34LaN5O5